Entry 1:
{"formula": "C4H11N2O", "method": "wB97M-V/def2-TZVPD", "symbols": ["C", "C", "C", "N", "H", "H", "H", "H", "H", "H", "H", "H", "C", "N", "O", "H", "H", "H"], "coordinates": [[-1.09, -1.14, 0.99], [0.36, -1.10, 1.33], [1.02, -1.84, 2.20], [1.14, -0.11, 0.55], [-1.65, -1.64, 1.77], [-1.46, -0.11, 0.90], [-1.30, -1.64, 0.04], [2.08, -1.72, 2.40], [0.53, -2.61, 2.79], [0.57, 0.71, 0.22], [1.52, -0.59, -0.28], [1.97, 0.26, 1.04], [-0.36, 1.72, -1.77], [-1.09, 2.41, -2.75], [-0.55, 1.85, -0.58], [0.42, 1.02, -2.13], [-0.46, 2.80, -3.44], [-1.65, 1.73, -3.27]], "lowdin_charge": [-0.023, -0.338, 0.109, 0.220, 0.099, 0.081, 0.099, 0.085, 0.093, 0.098, 0.172, 0.173, -0.339, 0.084, 0.050, 0.130, 0.102, 0.107], "homo_energy_ev": -14.304, "lumo_energy_ev": -3.376, "charge": 1, "spin_multiplicity": 1, "orbital_gap_ev": 10.9}

---

Entry 2:
{"formula": "C4H8N2O", "method": "wB97M-V/def2-TZVPD", "symbols": ["N", "C", "C", "N", "C", "C", "O", "H", "H", "H", "H", "H", "H", "H", "H"], "coordinates": [[0.40, 1.44, 2.10], [0.05, 1.17, 1.03], [-0.40, 0.82, -0.33], [0.37, 1.66, -1.26], [-0.17, -0.68, -0.66], [0.43, -1.52, 0.48], [-0.43, -1.59, 1.60], [-1.48, 1.02, -0.34], [0.05, 1.49, -2.21], [0.21, 2.64, -1.06], [0.50, -0.73, -1.52], [-1.12, -1.13, -0.94], [1.42, -1.12, 0.75], [0.58, -2.54, 0.12], [-0.17, -0.88, 2.21]], "lowdin_charge": [0.171, -0.187, -0.372, 0.034, -0.134, -0.277, -0.070, 0.143, 0.080, 0.081, 0.115, 0.116, 0.124, 0.118, 0.058], "homo_energy_ev": -10.254, "lumo_energy_ev": 0.756, "smiles": "N#C[C@@H](N)CCO", "spin_multiplicity": 1, "orbital_gap_ev": 11.0}

---

Entry 3:
{"formula": "C11H11LuN3O5", "method": "wB97M-V/def2-TZVPD", "symbols": ["Lu", "C", "O", "C", "O", "C", "O", "C", "O", "C", "H", "H", "C", "H", "H", "C", "N", "C", "C", "C", "N", "C", "O", "N", "H", "H", "H", "H", "H", "H", "H"], "coordinates": [[0.50, 0.91, -0.77], [0.67, 2.63, 0.86], [0.83, 3.56, 1.53], [0.46, 3.16, -1.82], [0.37, 4.27, -2.10], [-1.69, 1.97, -1.05], [-2.71, 2.52, -1.23], [2.66, 1.95, -0.81], [3.69, 2.49, -0.84], [0.37, -0.81, -3.63], [1.26, -1.36, -3.30], [-0.61, -1.20, -3.33], [0.49, 0.41, -4.19], [-0.39, 1.04, -4.36], [1.48, 0.84, -4.37], [1.29, -3.23, 1.51], [0.25, -2.21, 1.68], [-0.70, -2.24, 2.66], [-1.61, -1.22, 2.78], [-1.54, -0.13, 1.89], [-0.61, -0.13, 0.90], [0.29, -1.16, 0.86], [1.24, -1.06, -0.02], [-2.30, 0.98, 1.97], [1.23, -3.67, 0.52], [1.15, -3.99, 2.26], [2.27, -2.78, 1.61], [-0.67, -3.11, 3.31], [-2.38, -1.19, 3.56], [-2.99, 1.06, 2.70], [-2.29, 1.70, 1.24]], "lowdin_charge": [1.480, -0.034, 0.252, -0.077, 0.250, -0.010, 0.229, -0.007, 0.250, -0.055, 0.076, 0.076, -0.046, 0.071, 0.079, 0.061, -0.004, 0.083, 0.069, -0.305, 0.009, -0.479, -0.117, 0.225, 0.120, 0.117, 0.118, 0.171, 0.156, 0.154, 0.088], "homo_energy_ev": -19.810, "lumo_energy_ev": -12.925, "charge": 3, "spin_multiplicity": 1, "orbital_gap_ev": 6.9}

---

Entry 4:
{"formula": "H18O9", "method": "wB97M-V/def2-TZVPD", "symbols": ["O", "H", "H", "O", "H", "H", "O", "H", "H", "O", "H", "H", "O", "H", "H", "O", "H", "H", "O", "H", "H", "O", "H", "H", "O", "H", "H"], "coordinates": [[-1.37, 2.79, -2.14], [-1.14, 3.41, -2.86], [-0.66, 3.07, -1.48], [0.68, -4.17, 0.88], [1.14, -4.78, 0.34], [1.45, -3.57, 0.90], [1.57, 0.67, -1.08], [0.77, 0.65, -1.61], [1.60, -0.34, -1.04], [2.12, -2.18, -0.54], [2.74, -2.50, -1.15], [1.23, -2.36, -0.79], [1.03, 1.80, 3.33], [0.76, 0.88, 3.47], [0.91, 2.20, 4.22], [0.38, 2.58, 0.86], [0.92, 2.66, 1.65], [0.97, 2.04, 0.27], [-0.81, -2.05, -0.56], [-1.02, -1.50, 0.23], [-0.56, -2.97, -0.29], [-2.91, 0.65, -1.89], [-2.21, 1.28, -2.15], [-2.57, -0.29, -1.92], [-1.60, 0.42, 1.41], [-1.04, 1.26, 1.12], [-2.37, 0.34, 0.83]], "lowdin_charge": [-0.066, 0.067, 0.079, -0.046, 0.029, 0.038, -0.076, 0.029, 0.042, -0.015, 0.044, -0.005, -0.061, 0.059, 0.076, -0.094, 0.006, 0.034, -0.088, 0.039, 0.034, -0.100, -0.029, 0.042, -0.123, 0.058, 0.025], "homo_energy_ev": -10.555, "lumo_energy_ev": 0.220, "smiles": "O.O.O.O.O.O.O.O.O", "spin_multiplicity": 1, "orbital_gap_ev": 10.8}

---

Entry 5:
{"formula": "C18H36NO5SiW", "method": "wB97M-V/def2-TZVPD", "symbols": ["W", "O", "C", "C", "N", "C", "C", "O", "O", "C", "C", "O", "O", "H", "H", "H", "H", "H", "H", "H", "H", "H", "C", "C", "C", "C", "Si", "C", "C", "C", "C", "C", "C", "C", "C", "H", "H", "H", "H", "H", "H", "H", "H", "H", "H", "H", "H", "H", "H", "H", "H", "H", "H", "H", "H", "H", "H", "H", "H", "H", "H", "H"], "coordinates": [[-0.41, -0.11, -1.49], [-2.40, -0.54, -0.01], [-2.77, -1.92, -0.07], [-2.91, -2.22, -1.53], [-1.70, -1.72, -2.26], [-2.14, -0.92, -3.46], [-2.74, 0.39, -2.95], [-3.86, 0.72, -3.19], [-1.86, 1.06, -2.16], [-0.81, -2.84, -2.67], [0.57, -2.35, -3.07], [1.30, -2.99, -3.74], [0.89, -1.12, -2.56], [-2.74, -0.11, 0.78], [-3.72, -2.09, 0.44], [-2.00, -2.54, 0.41], [-3.79, -1.72, -1.92], [-3.01, -3.29, -1.70], [-2.85, -1.47, -4.06], [-1.27, -0.69, -4.08], [-1.24, -3.40, -3.49], [-0.68, -3.51, -1.82], [-0.53, 3.24, 0.74], [-0.35, 1.99, 1.62], [0.45, 2.37, 2.89], [-1.78, 1.61, 2.04], [0.60, 0.59, 0.71], [1.01, -0.94, 1.79], [2.24, -0.69, 2.67], [-0.17, -1.30, 2.70], [1.28, -2.15, 0.88], [2.13, 1.27, -0.28], [1.49, 1.91, -1.54], [3.11, 0.19, -0.74], [2.97, 2.34, 0.43], [-1.17, 3.95, 1.27], [-1.03, 3.00, -0.20], [0.40, 3.75, 0.52], [-0.01, 3.25, 3.34], [1.49, 2.61, 2.68], [0.43, 1.57, 3.63], [-2.15, 2.35, 2.75], [-1.85, 0.63, 2.53], [-2.45, 1.65, 1.18], [2.09, 0.15, 3.36], [3.15, -0.50, 2.10], [2.43, -1.58, 3.29], [-0.38, -0.52, 3.43], [0.08, -2.21, 3.26], [-1.08, -1.50, 2.14], [2.22, -2.07, 0.33], [0.48, -2.30, 0.14], [1.31, -3.07, 1.47], [0.75, 1.26, -2.08], [2.22, 2.07, -2.33], [0.96, 2.83, -1.34], [2.66, -0.62, -1.31], [3.65, -0.25, 0.10], [3.86, 0.65, -1.40], [2.41, 3.20, 0.78], [3.75, 2.70, -0.25], [3.48, 1.91, 1.30]], "lowdin_spin": [1.670, 0.041, 0.004, 0.006, 0.007, 0.007, 0.011, 0.013, 0.072, 0.012, 0.012, 0.000, 0.057, 0.002, 0.000, 0.001, 0.000, 0.000, 0.000, 0.001, 0.000, 0.001, 0.002, -0.001, -0.002, 0.000, 0.007, 0.004, 0.000, 0.000, 0.014, 0.009, 0.016, 0.002, 0.004, 0.000, 0.001, 0.000, 0.000, 0.000, 0.000, 0.000, 0.000, 0.000, 0.000, 0.000, 0.000, 0.000, 0.000, 0.000, 0.000, 0.010, 0.000, 0.013, -0.001, 0.003, 0.001, 0.000, 0.000, 0.000, 0.000, 0.000], "s2": 2.015, "homo_energy_ev": [-11.865, -12.209], "lumo_energy_ev": [-3.664, -4.063], "charge": 1, "spin_multiplicity": 3, "orbital_gap_ev": [8.2, 8.1]}

---

Entry 6:
{"formula": "C4H6O2", "method": "wB97M-V/def2-TZVPD", "symbols": ["C", "C", "C", "C", "O", "O", "H", "H", "H", "H", "H", "H"], "coordinates": [[-0.79, -1.26, -0.29], [-0.05, -0.12, 0.13], [-0.93, 1.11, 0.22], [1.43, 0.19, -0.13], [1.79, 1.30, -0.35], [2.31, -0.82, 0.20], [-0.12, -2.03, -0.58], [-1.83, -1.26, -0.22], [-0.65, 2.11, 1.01], [-1.98, 0.57, 0.19], [-0.81, 1.46, -0.93], [1.62, -1.24, 0.75]], "lowdin_charge": [0.095, -0.286, -0.111, -0.495, 0.129, 0.096, 0.054, 0.044, 0.169, 0.085, 0.126, 0.094], "homo_energy_ev": -10.074, "lumo_energy_ev": 0.032, "smiles": "C=C(C)C(=O)O", "spin_multiplicity": 1, "orbital_gap_ev": 10.1}

---

Sequential energy output: -343.48580 -341.94154 -2200.74033 -687.94842 -1494.75906 -306.40107 a.u.
Sequential relative energy (zero: lowest compared OMol25 entry of this formula, charge and spin) output: 2.1322 1.6900 0.5049 2.1055 0.0000 2.8634 eV